Below is 6 unconnected molecules or ions with the total composition C32H31ClN10O11P, with properties calculated with ωB97M-V with the def2-TZVPD basis set.

Geometry as XYZ:
```
86
Properties=species:S:1:pos:R:3:lowdin_charge:R:1
Cl -2.447 -3.596 -4.429 0.30
P -1.755 -3.915 -2.522 0.66
O -0.205 -1.014 -2.149 -0.01
O 6.003 1.100 -0.824 0.08
O -4.831 -1.390 -2.963 0.04
O -2.744 2.257 5.312 0.08
O -2.570 -5.234 -2.125 -0.32
O 0.699 -1.323 -0.231 0.07
O -1.908 2.509 3.348 0.05
O 5.480 4.261 7.780 0.07
O -6.352 -0.045 -2.283 0.09
O 4.450 6.047 8.397 0.08
O 6.768 2.142 -2.546 0.09
N 3.303 -4.434 -3.352 0.18
N -0.729 -6.902 -3.802 0.15
N -0.183 -4.688 -3.016 -0.18
N -5.999 -1.068 -2.827 -0.33
N 5.997 1.379 -2.006 -0.35
N 4.940 5.326 7.554 -0.35
N 0.986 -3.992 -2.939 0.14
N -0.219 -0.934 -0.924 -0.34
N 1.489 -6.000 -3.704 0.22
N -1.805 2.324 4.546 -0.35
C -0.451 2.145 5.095 -0.15
C -7.648 -3.955 -4.508 -0.06
C -9.341 -2.413 -3.760 -0.05
C 4.262 6.975 5.857 0.00
C -6.661 -3.131 -3.991 -0.01
C 0.167 -5.915 -3.512 -0.39
C 0.632 2.232 4.238 -0.01
C -2.466 0.015 -1.065 0.00
C -0.307 1.900 6.449 0.00
C -1.410 -0.398 -0.274 -0.16
C 1.904 2.066 4.762 -0.06
C 4.867 5.767 6.149 -0.15
C -2.613 0.095 1.719 -0.06
C 4.968 0.738 -2.848 -0.14
C -3.620 0.458 -0.444 -0.05
C -8.364 -1.581 -3.238 0.01
C -1.454 -0.356 1.112 0.01
C 4.061 -0.119 -2.254 0.01
C -7.039 -1.957 -3.366 -0.14
C -3.697 0.490 0.943 -0.03
C 5.393 4.949 5.167 -0.01
C 1.979 -4.802 -3.351 -0.36
C 3.059 -0.459 -4.413 -0.08
C -8.985 -3.595 -4.395 -0.06
C 4.180 7.371 4.531 -0.06
C 5.299 5.351 3.844 -0.07
C 4.694 6.561 3.527 -0.07
C 3.981 0.405 -4.989 -0.06
C 0.971 1.735 6.959 -0.06
C 2.073 1.820 6.119 -0.06
C 3.099 -0.720 -3.049 -0.09
C 4.948 1.014 -4.203 0.01
H -1.175 1.838 7.089 0.12
H -10.383 -2.135 -3.673 0.11
H 5.866 4.013 5.426 0.12
H -4.466 0.767 -1.041 0.09
H 5.700 4.721 3.062 0.11
H 4.622 6.873 2.494 0.11
H 4.104 -0.308 -1.192 0.12
H -7.374 -4.876 -5.004 0.11
H 3.947 0.611 -6.050 0.11
H 3.069 1.698 6.524 0.11
H -1.352 -6.791 -4.583 0.10
H -4.604 0.832 1.424 0.12
H 1.049 -3.032 -2.615 0.13
H -3.097 -5.608 -2.848 0.05
H -2.676 0.131 2.795 0.10
H 3.517 -3.660 -3.974 0.11
H -0.607 -0.677 1.700 0.12
H -0.737 -7.742 -3.246 0.12
H 3.868 -5.235 -3.620 0.12
H 0.483 2.426 3.186 0.12
H 3.712 8.314 4.283 0.11
H -9.752 -4.239 -4.805 0.11
H 2.766 2.133 4.112 0.11
H 5.670 1.692 -4.633 0.12
H 3.864 7.592 6.649 0.12
H 2.301 -0.925 -5.032 0.10
H -5.617 -3.392 -4.076 0.09
H -8.626 -0.658 -2.742 0.12
H 2.372 -1.379 -2.593 0.06
H 1.105 1.544 8.015 0.11
H -2.400 -0.024 -2.142 0.12
```

- Lowest unoccupied orbital energy: -3.25 eV
- Total charge: +1
- HOMO: -0.415 hartree
- Kohn-Sham gap: 8.0 eV

---

Below is a single C4H6N2O molecule, with properties calculated with ωB97M-V with the def2-TZVPD basis set.

Geometry as XYZ:
```
13
Properties=species:S:1:pos:R:3:lowdin_charge:R:1
O -1.007 -0.264 0.773 -0.02
N -2.300 0.624 -0.912 0.12
N 3.330 0.399 -0.806 0.17
C 1.380 -0.168 0.739 -0.15
C -2.210 0.129 0.238 -0.27
C 0.102 -0.183 0.020 -0.18
C 2.311 -0.145 -0.501 -0.37
H -0.032 0.261 -0.958 0.10
H -2.995 -0.073 0.967 0.13
H 1.445 0.597 1.534 0.12
H 1.664 -1.134 1.170 0.12
H 1.578 -0.889 -1.125 0.15
H -3.265 0.844 -1.140 0.06
```

- Lowest unoccupied orbital energy (alpha / beta): 0.00 / -0.51 eV
- ΔE to the lowest compared entry with this formula, charge and spin: 5.353 eV
- Total charge: 0
- HOMO (alpha / beta): -0.337 / -0.293 hartree
- Kohn-Sham gap (alpha / beta): 9.2 / 7.5 eV

---

Below is 4 unconnected molecules or ions with the total composition C16H24O12, with properties calculated with ωB97M-V with the def2-TZVPD basis set.

Geometry as XYZ:
```
52
Properties=species:S:1:pos:R:3:lowdin_charge:R:1
O 4.221 7.764 -0.170 0.02
O -0.002 0.154 2.969 0.08
O 1.240 -4.821 -1.453 0.20
O -6.915 -5.189 -2.804 0.12
O 1.411 -2.864 -2.455 0.09
O -6.721 -6.469 -0.951 0.09
O -0.407 0.434 0.794 0.07
O -5.396 -4.732 -1.314 0.08
O 4.964 6.913 1.715 0.03
O 2.914 6.123 0.730 0.11
O -0.384 -4.164 -2.761 0.10
O -0.711 -1.604 1.680 0.11
C 5.498 8.392 0.030 -0.08
C -0.248 1.784 1.329 -0.04
C -5.891 -7.586 0.977 -0.01
C -0.372 -0.427 1.818 -0.54
C -6.348 -5.536 -1.778 -0.61
C 5.826 8.115 1.516 -0.29
C -6.191 -6.181 0.346 -0.26
C -5.015 -5.264 -0.026 -0.08
C 3.939 6.805 0.778 -0.47
C -0.451 -3.188 -3.743 -0.33
C 1.604 1.860 3.294 -0.02
C -1.758 -2.327 -3.736 -0.01
C 0.782 -3.986 -2.113 -0.61
C 0.155 1.532 2.838 -0.30
C 0.705 -2.227 -3.529 -0.09
C 7.236 7.857 1.786 -0.04
H 5.476 9.449 -0.238 0.13
H -4.027 -5.722 0.023 0.13
H 0.627 2.338 0.991 0.12
H -1.766 -1.370 -4.260 0.08
H -2.096 -2.235 -2.704 0.09
H 7.654 7.028 1.215 0.10
H -0.525 2.090 3.481 0.14
H -0.245 -3.807 -4.616 0.15
H -4.883 -4.428 0.662 0.13
H -1.151 2.340 1.075 0.13
H 1.790 1.672 4.352 0.08
H 5.285 8.722 2.243 0.16
H 1.262 -2.142 -4.462 0.14
H 7.816 8.712 1.437 0.10
H 7.393 7.636 2.842 0.09
H 6.174 7.881 -0.656 0.13
H -6.927 -5.529 0.816 0.15
H -5.127 -8.071 0.370 0.08
H -6.731 -8.277 0.894 0.08
H 1.778 2.935 3.339 0.08
H 0.307 -1.255 -3.237 0.12
H -2.684 -2.794 -4.072 0.07
H -5.482 -7.679 1.983 0.08
H 2.397 1.341 2.756 0.09
```

- SMILES: C[C@H]1COC(=O)O1.C[C@H]1COC(=O)O1.C[C@H]1COC(=O)O1.C[C@H]1COC(=O)O1
- Lowest unoccupied orbital energy: 0.53 eV
- ΔE to the lowest compared entry with this formula, charge and spin: 2.694 eV
- Total charge: 0
- HOMO: -0.380 hartree
- Kohn-Sham gap: 10.9 eV

---

Below is a molecular structure, BH48NiO22, with properties calculated with ωB97M-V with the def2-TZVPD basis set.

Geometry as XYZ:
```
72
Properties=species:S:1:pos:R:3:lowdin_charge:R:1
Ni 11.180 21.414 14.765 0.68
O 8.845 18.505 18.142 -0.05
O 7.683 19.594 11.978 -0.04
O 15.495 22.448 14.720 -0.04
O 11.679 17.274 15.379 -0.03
O 9.419 22.630 14.470 -0.01
O 13.213 23.223 18.793 -0.04
O 14.069 19.909 11.866 -0.02
O 10.017 19.787 14.775 -0.03
O 7.332 19.731 16.181 -0.02
O 11.336 20.778 12.677 -0.01
O 15.566 20.684 17.027 -0.05
O 12.848 25.220 16.734 -0.05
O 6.493 21.852 13.312 -0.05
O 10.014 17.912 12.250 -0.03
O 8.811 21.661 10.568 -0.03
O 10.292 22.990 19.083 -0.03
O 9.069 24.500 12.495 -0.02
O 13.314 24.363 12.195 -0.05
O 10.730 21.346 16.928 -0.02
O 12.971 20.357 15.173 -0.03
O 14.101 18.101 14.586 -0.02
O 11.508 26.984 14.186 -0.04
B 12.519 23.182 14.799 -0.43
H 8.631 22.665 15.013 0.08
H 10.256 21.936 17.515 0.03
H 8.209 18.767 17.476 -0.04
H 8.177 20.075 11.315 0.00
H 9.388 22.994 19.399 0.07
H 7.960 22.019 10.819 0.04
H 9.810 24.638 11.904 0.06
H 13.269 19.454 15.069 0.01
H 11.428 26.035 14.283 0.00
H 6.544 19.189 16.158 0.08
H 15.657 21.079 17.895 0.04
H 9.291 22.409 10.213 0.06
H 9.174 23.082 13.663 0.02
H 14.771 23.066 14.820 -0.02
H 7.091 20.483 16.722 0.07
H 12.450 27.142 14.131 0.03
H 14.080 20.040 10.918 0.06
H 11.656 23.756 14.499 0.00
H 5.847 22.123 12.660 0.04
H 10.416 18.964 14.492 0.04
H 12.745 24.674 15.954 -0.05
H 12.623 22.469 13.996 -0.01
H 10.504 23.914 18.952 0.07
H 12.168 20.799 12.203 0.04
H 12.306 22.967 18.625 -0.02
H 12.636 17.275 15.398 0.00
H 10.861 17.471 12.193 0.06
H 13.061 25.265 12.391 0.02
H 9.405 17.321 11.808 0.06
H 8.391 25.092 12.171 0.07
H 9.232 19.521 15.254 0.05
H 13.100 23.875 12.991 -0.05
H 11.447 16.446 14.959 0.05
H 12.294 22.647 15.708 0.00
H 13.394 23.904 18.146 -0.01
H 16.199 21.152 16.483 0.01
H 14.372 18.290 13.688 0.06
H 13.415 23.781 14.849 0.00
H 13.794 25.265 16.873 0.05
H 8.747 17.555 18.206 0.04
H 13.754 20.840 15.437 0.04
H 16.134 22.912 14.179 0.05
H 6.724 20.957 13.063 -0.01
H 8.269 18.887 12.249 0.00
H 10.731 20.336 12.081 0.05
H 10.949 20.590 17.472 0.09
H 14.992 19.847 12.111 0.05
H 14.758 17.486 14.911 0.09
```

- Spin multiplicity: 3
- Lowest unoccupied orbital energy (alpha / beta): -2.64 / -2.65 eV
- Total charge: +1
- Expectation value of S²: 2.00
- HOMO (alpha / beta): -0.461 / -0.460 hartree
- Kohn-Sham gap (alpha / beta): 9.9 / 9.9 eV

---

Below is 2 unconnected molecules or ions with the total composition C3H8NOP, with properties calculated with ωB97M-V with the def2-TZVPD basis set.

Geometry as XYZ:
```
14
Properties=species:S:1:pos:R:3:lowdin_charge:R:1
P 0.486 -1.652 -0.447 0.72
O 2.168 2.988 2.855 0.17
N 0.279 2.889 1.493 0.07
C -0.147 -2.340 -2.016 -0.47
C 1.281 2.806 2.141 -0.45
C -0.767 2.167 0.883 -0.12
H 0.431 -2.205 -2.911 0.01
H -0.263 -3.412 -2.024 0.02
H -0.487 -2.385 0.309 -0.10
H -0.820 2.413 -0.304 0.14
H -1.773 2.310 1.433 0.13
H -0.559 1.160 1.182 0.03
H -1.076 -1.997 -2.392 0.00
H 1.246 -2.740 -0.202 -0.16
```

- Spin multiplicity: 3
- Lowest unoccupied orbital energy (alpha / beta): 0.80 / -3.49 eV
- ΔE to the lowest compared entry with this formula, charge and spin: 4.342 eV
- Total charge: 0
- Expectation value of S²: 2.01
- HOMO (alpha / beta): -0.167 / -0.363 hartree
- Kohn-Sham gap (alpha / beta): 5.3 / 6.4 eV

---

Below is a gas-phase ion, C5H16N3 (charge +2), with properties calculated with ωB97M-V with the def2-TZVPD basis set.

Geometry as XYZ:
```
24
Properties=species:S:1:pos:R:3:lowdin_charge:R:1
N 0.577 -3.158 -0.743 0.22
N -0.481 2.728 0.898 0.11
N -0.849 -0.603 -0.665 -0.05
C -0.470 0.241 0.452 -0.18
C 1.267 -1.824 -1.023 -0.10
C 0.236 -0.913 -1.638 -0.19
C 0.088 1.682 0.087 -0.09
C -0.709 2.597 2.315 0.01
H -0.396 -2.971 -0.482 0.16
H 1.729 -1.482 -0.113 0.12
H 0.557 -3.700 -1.609 0.18
H 1.130 1.675 0.407 0.16
H 1.054 -3.693 -0.015 0.18
H 0.281 -0.250 1.068 0.11
H 0.055 1.959 2.742 0.12
H -0.123 1.889 -0.948 0.13
H -0.245 -1.457 -2.458 0.14
H -1.520 -0.074 -1.221 0.13
H -1.320 0.266 1.137 0.13
H 0.614 -0.044 -2.175 0.13
H -1.717 2.208 2.516 0.14
H 2.054 -2.045 -1.719 0.14
H -1.121 3.376 0.437 0.18
H -0.691 3.595 2.753 0.13
```

- Spin multiplicity: 2
- Lowest unoccupied orbital energy (alpha / beta): -6.17 / -10.45 eV
- ΔE to the lowest compared entry with this formula, charge and spin: 0.132 eV
- Total charge: +2
- Expectation value of S²: 0.75
- HOMO (alpha / beta): -0.645 / -0.649 hartree
- Kohn-Sham gap (alpha / beta): 11.4 / 7.2 eV

---

Below is a molecular structure, C45H48CsN5O2P2S2, with properties calculated with ωB97M-V with the def2-TZVPD basis set.

Geometry as XYZ:
```
105
Properties=species:S:1:pos:R:3:lowdin_charge:R:1
Cs 0.666 -0.067 1.877 0.97
S -2.429 -2.011 -1.045 0.24
S -3.897 -4.520 -2.928 0.09
P 0.651 2.354 -0.970 0.94
P -2.828 -2.856 -2.797 -0.04
O 2.315 -0.865 -0.457 -0.25
O 1.939 0.525 4.254 -0.31
N -2.002 3.024 2.326 0.08
N 1.037 -3.264 1.624 0.01
N -2.568 1.948 2.088 0.08
N 1.005 -2.610 4.425 0.05
N -0.169 3.916 3.385 0.12
C 1.019 -3.378 -5.310 -0.10
C 3.484 0.754 7.515 -0.14
C 1.099 -2.792 -4.057 -0.07
C -1.288 -3.053 -3.779 -0.37
C -0.212 -3.801 -5.803 -0.11
C 4.129 -4.384 -1.687 -0.15
C 0.194 1.861 -2.691 -0.40
C -3.612 0.700 -4.689 -0.10
C 0.518 0.393 -2.972 -0.18
C 2.289 0.193 5.433 -0.45
C 2.212 -2.458 3.632 -0.28
C -5.059 -1.542 -3.922 -0.12
C -4.991 0.669 -4.876 -0.13
C 2.863 -0.294 8.203 -0.15
C -5.711 -0.452 -4.491 -0.11
C 1.141 -3.225 0.360 -0.16
C 0.653 3.109 5.486 -0.07
C -3.449 2.005 0.961 -0.26
C -0.058 -2.625 -3.300 -0.12
C 2.386 -3.234 -0.458 -0.18
C -2.966 -0.382 -4.113 -0.09
C 0.699 3.960 4.394 -0.14
C 1.747 -0.940 6.131 -0.16
C 4.033 -1.964 -1.687 -0.05
C 2.229 -3.414 2.444 -0.23
C 4.628 -3.146 -2.087 -0.15
C -3.772 0.798 0.366 -0.04
C -1.110 2.984 3.448 -0.35
C -4.730 3.183 -0.685 -0.09
C -3.685 -1.512 -3.723 -0.39
C -0.343 2.145 5.530 -0.06
C -1.254 2.082 4.492 -0.03
C -5.033 1.971 -1.305 -0.08
C 2.289 3.169 -1.223 -0.43
C 3.215 0.986 6.186 -0.06
C 3.001 -4.402 -0.868 -0.07
C -4.555 0.782 -0.782 -0.08
C -0.440 3.826 -0.701 -0.43
C 2.883 -1.944 -0.844 -0.45
C 2.003 -1.114 7.491 -0.09
C 3.361 2.159 -1.638 -0.17
C 0.857 -1.937 5.492 -0.15
C -0.413 4.951 -1.732 -0.16
C -1.358 -3.646 -5.040 -0.12
C -3.935 3.208 0.445 -0.06
H 1.579 0.171 -2.849 0.06
H 3.350 1.280 -0.991 0.05
H -1.897 -0.350 -3.940 0.08
H 1.403 3.167 6.262 0.10
H 4.180 1.402 8.040 0.09
H 2.052 -2.467 -3.656 0.10
H 0.215 0.107 -3.983 0.07
H -3.663 4.137 0.927 0.10
H 2.552 3.621 -0.261 0.07
H 2.233 -4.429 2.853 0.11
H -5.105 4.112 -1.098 0.09
H -0.013 -0.246 -2.266 0.04
H 4.432 -1.006 -2.007 0.09
H 3.056 -0.469 9.254 0.07
H 0.673 2.530 -3.415 0.07
H 2.331 -1.422 3.313 0.01
H 0.558 5.448 -1.764 0.05
H 3.679 1.813 5.659 0.10
H 1.480 4.710 4.317 0.10
H -2.043 1.343 4.461 0.11
H -3.377 -0.126 0.768 0.07
H 4.595 -5.307 -2.007 0.07
H 3.089 -2.657 4.262 0.13
H 2.579 -5.353 -0.554 0.11
H 1.517 -1.944 7.998 0.10
H -0.382 1.433 6.344 0.12
H 2.217 3.977 -1.956 0.06
H -0.010 -2.151 -2.329 0.04
H -0.038 -2.195 6.070 0.10
H -1.161 5.712 -1.495 0.06
H -1.454 3.420 -0.626 0.04
H 3.181 1.801 -2.654 0.06
H 1.917 -3.512 -5.901 0.09
H -5.497 1.518 -5.321 0.09
H -0.629 4.576 -2.735 0.06
H -4.743 -0.164 -1.272 0.08
H -5.629 1.958 -2.210 0.09
H 3.158 -3.270 1.880 0.11
H -0.888 2.012 -2.780 0.07
H 5.503 -3.106 -2.731 0.08
H 0.199 -3.103 -0.182 0.07
H -2.316 -4.003 -5.401 0.08
H -3.044 1.575 -4.983 0.10
H -5.601 -2.434 -3.629 0.06
H -0.274 -4.266 -6.781 0.09
H -0.211 4.208 0.298 0.06
H 4.357 2.610 -1.619 0.06
H -6.785 -0.482 -4.637 0.09
```

- Lowest unoccupied orbital energy: 3.44 eV
- ΔE to the lowest compared entry with this formula, charge and spin: 0.909 eV
- Total charge: -2
- HOMO: -0.083 hartree
- Kohn-Sham gap: 5.7 eV

---

Below is a single CHN3O2 molecule, with properties calculated with ωB97M-V with the def2-TZVPD basis set.

Geometry as XYZ:
```
7
Properties=species:S:1:pos:R:3:lowdin_charge:R:1
O -0.099 -1.036 0.002 0.06
O 1.922 0.114 -0.048 0.16
N -1.388 0.616 0.053 -0.02
N -0.158 1.104 -0.006 0.10
N -1.397 -0.621 -0.041 0.03
C 0.627 0.073 -0.011 -0.53
H 2.259 -0.751 0.393 0.19
```

- SMILES: Oc1nnno1
- Lowest unoccupied orbital energy: 0.01 eV
- ΔE to the lowest compared entry with this formula, charge and spin: 1.623 eV
- Total charge: 0
- HOMO: -0.405 hartree
- Kohn-Sham gap: 11.0 eV

---

DFT total energy
In order: -3414.154726 -340.598199 -1526.922328 -3216.972355 -590.178965 -363.696767 -3667.182568 -353.373509
Unit: hartree